#one
{
  "formula": "H10O5",
  "method": "ωB97M-V with the def2-TZVPD basis set",
  "symbols": ["O", "O", "O", "O", "O", "H", "H", "H", "H", "H", "H", "H", "H", "H", "H"],
  "positions_angstrom": [[2.1835, -1.5968, -0.5501], [0.3956, 2.2431, 1.6974], [-0.9022, -0.6732, 2.5115], [-1.1301, -0.4373, -0.4595], [-0.3809, 0.5347, -2.9015], [2.1904, -2.5456, -0.7731], [0.8561, 3.0074, 1.3723], [-1.3512, -1.1222, 3.2368], [-0.8513, 0.1089, -1.2000], [-0.7457, 0.1959, -3.7781], [1.3856, -1.4250, 0.0322], [-0.4434, 2.2827, 1.0902], [-1.2153, -1.0205, 1.7005], [-1.7726, -0.8982, -0.9233], [0.6201, 0.8533, -3.1404]],
  "gap_ev": [2.82, 10.13],
  "charge": -1,
  "spin_multiplicity": 2,
  "e_lumo_ev": [3.368, 3.300],
  "homo_energy_ev": [0.55, -6.83]
}

---

#two
{
  "formula": "H10O5",
  "method": "ωB97M-V with the def2-TZVPD basis set",
  "symbols": ["O", "O", "O", "O", "O", "H", "H", "H", "H", "H", "H", "H", "H", "H", "H"],
  "positions_angstrom": [[-0.0958, 0.0215, -1.6554], [-2.4964, -0.6997, -0.4468], [2.0165, 0.6442, 4.1509], [0.4198, -0.8094, 1.4600], [0.1547, 1.0361, -4.4091], [-1.0427, 0.1841, -1.7851], [-2.5924, -0.1409, 0.3478], [2.5208, 1.4644, 4.1692], [1.2878, -1.2001, 1.2611], [1.0507, 0.6792, -4.3455], [-0.0757, 0.1719, -0.6958], [-2.5924, -1.5755, -0.0430], [1.5650, 0.6332, 3.2923], [-0.0241, -1.3085, 2.1770], [-0.0957, 0.8996, -3.4777]],
  "gap_ev": [3.23, 11.16],
  "charge": -1,
  "spin_multiplicity": 2,
  "e_lumo_ev": [3.769, 3.656],
  "homo_energy_ev": [0.54, -7.51]
}

---

Short version: #two is the most stable of them.

---

#one
{
  "formula": "C4H9NO",
  "method": "ωB97M-V with the def2-TZVPD basis set",
  "symbols": ["C", "N", "C", "C", "C", "O", "H", "H", "H", "H", "H", "H", "H", "H", "H"],
  "positions_angstrom": [[1.1567, -1.5302, 1.0146], [0.4232, -0.4280, 0.4975], [-0.5963, -0.0336, 1.4942], [-0.1121, -0.5544, -0.8361], [-0.2053, 0.6892, -1.4952], [-0.7324, 2.0262, -1.0872], [0.7548, -2.6395, 1.2700], [1.7653, -1.4080, 1.8666], [1.8775, -1.7992, 0.2100], [-0.1373, 0.3039, 2.4505], [-0.9505, 0.9238, 1.1501], [-1.3043, -0.8609, 1.7924], [-0.7075, -1.4521, -1.1148], [0.4022, 1.5740, -0.8585], [-0.2608, 0.7189, -2.6161]],
  "gap_ev": [8.27, 6.82],
  "charge": 1,
  "spin_multiplicity": 2,
  "e_lumo_ev": [-6.889, -8.145],
  "homo_energy_ev": [-15.16, -14.97]
}

---

#two
{
  "formula": "C4H9NO",
  "method": "ωB97M-V with the def2-TZVPD basis set",
  "symbols": ["C", "C", "C", "N", "C", "H", "H", "H", "H", "H", "H", "H", "H", "H", "O"],
  "positions_angstrom": [[2.1630, -0.1493, 0.8071], [0.7937, 0.1497, 0.4132], [0.0938, -0.5564, -0.5653], [-1.0133, -0.1411, -1.2306], [-1.1354, 1.0734, -1.6255], [2.3206, -1.2379, 0.8854], [2.9996, 0.4832, 0.4666], [2.2404, 0.1131, 1.8761], [0.3744, 1.1174, 0.6536], [0.5738, -1.4959, -0.8513], [-0.4248, 1.8146, -1.2361], [-1.7808, 1.3952, -2.4300], [-3.1753, -0.7623, 1.0064], [-1.7438, -0.8864, 0.5165], [-2.2859, -0.9172, 1.3138]],
  "gap_ev": [9.26, 6.51],
  "charge": 1,
  "spin_multiplicity": 2,
  "e_lumo_ev": [-5.847, -8.593],
  "homo_energy_ev": [-15.11, -15.11]
}

---

#three
{
  "formula": "C4H9NO",
  "method": "ωB97M-V with the def2-TZVPD basis set",
  "symbols": ["C", "N", "C", "C", "C", "O", "H", "H", "H", "H", "H", "H", "H", "H", "H"],
  "positions_angstrom": [[1.0890, -0.7489, 0.6028], [0.3489, 0.0459, -0.3585], [1.0340, 1.3366, -0.6677], [-1.1367, 0.2122, -0.1650], [-1.7622, -1.0849, 0.4044], [-2.9588, -1.1074, 0.4411], [0.4325, -1.0852, 1.3957], [1.6233, -1.6292, 0.2279], [1.9244, -0.1017, 0.8964], [0.5332, 1.6181, -1.5944], [2.0919, 1.0828, -0.9246], [0.8506, 2.0795, 0.1219], [-1.4790, 0.3631, -1.1979], [-1.3464, 1.0768, 0.4505], [-1.2447, -2.0579, 0.3673]],
  "gap_ev": [10.89, 6.70],
  "charge": 1,
  "spin_multiplicity": 2,
  "e_lumo_ev": [-3.784, -7.958],
  "homo_energy_ev": [-14.68, -14.66]
}

---

Short version: #three is the most stable of them.

---

#one
{
  "formula": "C2H4OS2",
  "method": "ωB97M-V with the def2-TZVPD basis set",
  "symbols": ["C", "C", "S", "O", "S", "H", "H", "H", "H"],
  "positions_angstrom": [[1.7620, -0.1653, -0.2462], [0.5717, 0.0094, -0.6360], [-0.7980, -0.3834, 0.4816], [-1.7403, -1.3299, -0.0922], [-1.7099, 1.5201, 0.0452], [2.6304, 0.2686, -0.8124], [1.9257, -0.7505, 0.6108], [-1.3993, -0.5695, 1.8495], [-1.2423, 1.4005, -1.2004]],
  "gap_ev": [8.42, 8.42],
  "smiles": "C=C=[S@H](=O)S",
  "e_lumo_ev": [-0.799, -0.799],
  "homo_energy_ev": [-9.22, -9.22]
}

---

#two
{
  "formula": "C2H4OS2",
  "method": "ωB97M-V with the def2-TZVPD basis set",
  "symbols": ["C", "C", "O", "S", "S", "H", "H", "H", "H"],
  "positions_angstrom": [[0.0050, -0.5417, 0.1337], [0.2280, 0.6762, -0.6935], [0.0161, -1.7312, -0.4456], [-0.1039, 1.4724, 2.0327], [-0.3253, -0.4696, 1.7686], [-0.6674, 1.1569, -0.7607], [0.3888, 0.6030, -1.7892], [0.9037, 1.2869, -0.2962], [-0.4451, -2.4529, 0.0501]],
  "gap_ev": [7.60, 7.60],
  "e_lumo_ev": [-0.179, -0.179],
  "homo_energy_ev": [-7.78, -7.78]
}

---

#three
{
  "formula": "C2H4OS2",
  "method": "ωB97M-V with the def2-TZVPD basis set",
  "symbols": ["O", "C", "S", "C", "S", "H", "H", "H", "H"],
  "positions_angstrom": [[0.7302, -1.4105, 0.6975], [0.3716, -0.2336, 0.6267], [1.4722, 0.9798, 0.3642], [-1.1211, 0.0046, 0.5195], [-1.4180, -0.1663, -1.2165], [1.7465, -1.3734, 0.7436], [-1.4867, 0.9091, 0.9310], [-1.6553, -1.0601, 0.9010], [-0.8162, 1.1665, -1.3972]],
  "gap_ev": 9.36,
  "smiles": "OC(=S)CS",
  "e_lumo_ev": 0.374,
  "homo_energy_ev": -8.98
}

---

Short version: #three is the most stable of them.

---

#one
{
  "formula": "C3H11NOP",
  "method": "ωB97M-V with the def2-TZVPD basis set",
  "symbols": ["C", "O", "P", "C", "C", "N", "H", "H", "H", "H", "H", "H", "H", "H", "H", "H", "H"],
  "positions_angstrom": [[1.9050, -1.4180, -0.0177], [1.5542, -0.0353, 0.1417], [-0.3359, 0.6106, 0.0985], [-0.8222, 0.3235, -1.5888], [-1.3053, -0.2709, 1.2938], [-0.1880, 2.2048, 0.3491], [2.1130, -1.4804, -1.0532], [1.2519, -2.1611, 0.5373], [2.9607, -1.4451, 0.5904], [-0.6686, -0.6831, -2.0292], [-0.1293, 0.8425, -2.2690], [-1.8415, 0.2976, -1.7796], [-1.0702, -0.0206, 2.2518], [-1.2797, -1.3870, 1.2733], [-2.3258, -0.3145, 1.0417], [-0.4750, 2.4404, 1.2728], [0.6567, 2.4967, -0.1129]],
  "gap_ev": 10.77,
  "smiles": "COP(C)(C)=[NH2+]",
  "charge": 1,
  "e_lumo_ev": -3.626,
  "homo_energy_ev": -14.39
}

---

#two
{
  "formula": "C3H11NOP",
  "method": "ωB97M-V with the def2-TZVPD basis set",
  "symbols": ["C", "C", "C", "O", "N", "P", "H", "H", "H", "H", "H", "H", "H", "H", "H", "H", "H"],
  "positions_angstrom": [[-0.0149, 1.6514, -0.5030], [0.3785, 0.6891, 0.5797], [1.4778, -0.1767, -0.0200], [0.8273, -1.1049, -0.8591], [-0.8792, -0.2473, 0.8712], [-2.2524, -0.6547, -0.4581], [-0.9469, 2.1482, -0.1085], [-0.2316, 1.0382, -1.3838], [0.7227, 2.4388, -0.5880], [0.7368, 0.8723, 1.6268], [2.0926, 0.4607, -0.6512], [2.1001, -0.7701, 0.7175], [1.4957, -1.7407, -1.1447], [-1.1918, -0.0941, 1.7766], [-0.3605, -1.1599, 0.7741], [-2.5969, -1.7841, 0.4758], [-1.3575, -1.5659, -1.1053]],
  "gap_ev": 11.27,
  "smiles": "C[C@H](CO)[NH2+]P",
  "charge": 1,
  "e_lumo_ev": -3.907,
  "homo_energy_ev": -15.18
}

---

Short version: #one is the most stable of them.